Entry w
Here is 2 unconnected molecules or ions with the total composition C9H14 from the Open Molecules 2025 dataset. Energies are from ωB97M-V/def2-TZVPD.

## Properties
Lowest unoccupied orbital energy, eV: 1.036
M, g mol⁻¹: 122.21
HOMO level, Ha: -0.331
SMILES: Cc1ccccc1.CC

```
23
C9H14 ωB97M-V/def2-TZVPD
C -2.05 -1.78 -0.37
C -1.44 -0.65 0.40
C -2.03 0.62 0.32
C -1.42 1.66 1.01
C -0.18 1.50 1.63
C 0.42 0.27 1.61
C -0.24 -0.85 1.09
H -2.86 -2.33 0.13
H -1.33 -2.55 -0.64
H -2.56 -1.43 -1.27
H -2.93 0.72 -0.26
H -1.90 2.63 1.06
H 0.21 2.34 2.19
H 1.31 -0.01 2.17
H 0.16 -1.86 1.12
C 2.08 0.97 -1.06
C 2.10 -0.53 -1.43
H 2.65 1.44 -1.86
H 1.12 1.45 -0.91
H 2.67 1.07 -0.16
H 3.05 -0.90 -1.82
H 1.67 -1.04 -0.58
H 1.52 -0.71 -2.35
```



Entry x
Here is 2 unconnected molecules or ions with the total composition C9H14 from the Open Molecules 2025 dataset. Energies are from ωB97M-V/def2-TZVPD.

## Properties
Lowest unoccupied orbital energy, eV: 1.015
M, g mol⁻¹: 122.21
HOMO level, Ha: -0.317
SMILES: Cc1ccccc1.CC

```
23
C9H14 ωB97M-V/def2-TZVPD
C -2.38 -0.29 -1.12
C -1.13 0.55 -1.07
C 0.13 0.10 -1.53
C 1.25 0.92 -1.28
C 1.18 2.31 -0.79
C -0.12 2.68 -0.33
C -1.31 1.98 -0.54
H -2.31 -0.97 -0.33
H -2.56 -0.72 -2.08
H -3.28 0.37 -1.03
H 0.21 -0.91 -1.86
H 2.10 0.36 -1.62
H 2.09 2.73 -0.89
H 0.07 3.66 0.05
H -2.29 2.17 -0.25
C 0.49 -2.35 1.70
C 1.65 -1.33 1.95
H 0.44 -3.11 2.48
H -0.52 -1.91 1.78
H 0.49 -2.81 0.63
H 1.32 -0.34 1.76
H 1.95 -1.36 2.93
H 2.54 -1.73 1.43
```



Entry y
Here is 2 unconnected molecules or ions with the total composition C9H14 from the Open Molecules 2025 dataset. Energies are from ωB97M-V/def2-TZVPD.

## Properties
Lowest unoccupied orbital energy, eV: 1.030
M, g mol⁻¹: 122.21
HOMO level, Ha: -0.332
SMILES: Cc1ccccc1.CC

```
23
C9H14 ωB97M-V/def2-TZVPD
C 3.25 -1.30 0.59
C 2.14 -0.28 0.65
C 0.96 -0.45 -0.05
C -0.01 0.54 -0.04
C 0.24 1.71 0.67
C 1.32 1.81 1.52
C 2.29 0.82 1.47
H 4.16 -1.01 0.06
H 2.96 -2.23 0.13
H 3.58 -1.50 1.61
H 0.72 -1.38 -0.56
H -0.84 0.60 -0.74
H -0.52 2.49 0.67
H 1.50 2.72 2.08
H 3.20 0.96 2.03
C -2.88 -1.09 -0.98
C -3.35 0.22 -1.62
H -2.96 -1.07 0.11
H -3.60 -1.89 -1.20
H -1.86 -1.37 -1.20
H -2.70 1.03 -1.30
H -4.31 0.49 -1.21
H -3.32 0.19 -2.71
```



Entry z
Here is 2 unconnected molecules or ions with the total composition C9H14 from the Open Molecules 2025 dataset. Energies are from ωB97M-V/def2-TZVPD.

## Properties
Lowest unoccupied orbital energy, eV: 1.017
M, g mol⁻¹: 122.21
HOMO level, Ha: -0.305
SMILES: Cc1ccccc1.CC

```
23
C9H14 ωB97M-V/def2-TZVPD
C 0.52 1.33 1.91
C 0.46 1.12 0.48
C 1.35 0.21 -0.12
C 1.00 -0.35 -1.37
C -0.18 0.42 -2.01
C -1.00 1.43 -1.44
C -0.55 1.90 -0.16
H -0.25 2.05 2.11
H 1.33 1.69 2.40
H 0.47 0.39 2.41
H 2.41 0.00 0.29
H 1.59 -1.10 -1.93
H -0.22 0.22 -3.24
H -1.82 1.88 -2.01
H -0.71 2.84 0.33
C -0.98 -2.01 1.44
C -0.42 -2.94 0.34
H -2.00 -1.80 1.24
H -0.77 -2.41 2.48
H -0.45 -1.03 1.29
H -0.91 -2.72 -0.61
H -0.46 -3.92 0.65
H 0.63 -2.78 0.18
```



Of them, entry y has the highest stability.



Entry w
Here is 2 unconnected molecules or ions with the total composition C9H14 from the Open Molecules 2025 dataset. Energies are from ωB97M-V/def2-TZVPD.

## Properties
Lowest unoccupied orbital energy, eV: 1.052
M, g mol⁻¹: 122.21
HOMO level, Ha: -0.333
SMILES: Cc1ccccc1.CC

```
23
C9H14 ωB97M-V/def2-TZVPD
C -1.07 2.29 -0.44
C -0.10 1.28 -1.01
C 0.73 0.55 -0.18
C 1.68 -0.31 -0.73
C 1.71 -0.51 -2.11
C 0.82 0.15 -2.94
C -0.08 1.04 -2.38
H -1.15 2.18 0.64
H -2.07 2.11 -0.85
H -0.77 3.30 -0.71
H 0.73 0.64 0.90
H 2.35 -0.87 -0.10
H 2.39 -1.29 -2.43
H 1.02 0.09 -4.01
H -0.71 1.62 -3.03
C -1.31 -1.09 2.58
C -0.12 -2.00 2.25
H -1.20 -0.67 3.57
H -1.36 -0.27 1.86
H -2.24 -1.64 2.49
H 0.78 -1.70 2.81
H 0.26 -1.90 1.23
H -0.28 -3.02 2.59
```



Entry x
Here is 2 unconnected molecules or ions with the total composition C9H14 from the Open Molecules 2025 dataset. Energies are from ωB97M-V/def2-TZVPD.

## Properties
Lowest unoccupied orbital energy, eV: 1.023
M, g mol⁻¹: 122.21
HOMO level, Ha: -0.330
SMILES: Cc1ccccc1.CC

```
23
C9H14 ωB97M-V/def2-TZVPD
C -0.12 3.58 -0.58
C -0.29 2.10 -0.81
C 0.41 1.47 -1.82
C 0.26 0.11 -2.07
C -0.64 -0.63 -1.33
C -1.43 0.03 -0.41
C -1.24 1.37 -0.10
H -0.39 3.90 0.42
H -0.68 4.12 -1.35
H 0.91 3.87 -0.80
H 1.05 2.10 -2.43
H 0.90 -0.38 -2.79
H -0.77 -1.70 -1.43
H -2.29 -0.49 -0.01
H -1.90 1.86 0.61
C 0.87 -2.10 1.37
C 0.66 -3.29 2.31
H 0.24 -2.12 0.48
H 0.53 -1.17 1.83
H 1.91 -1.97 1.08
H 1.55 -3.37 2.96
H 0.53 -4.24 1.81
H -0.08 -3.06 3.07
```



Of them, entry w has the highest stability.